{
  "formula": "C52H72BrHfN6O4S2",
  "method": "ωB97M-V/def2-TZVPD",
  "species": ["Hf", "C", "N", "C", "C", "C", "N", "C", "C", "C", "C", "C", "C", "C", "O", "C", "C", "C", "C", "C", "C", "C", "C", "C", "C", "C", "C", "C", "C", "C", "O", "C", "C", "C", "C", "C", "C", "C", "C", "H", "H", "H", "H", "H", "H", "H", "H", "H", "H", "H", "H", "H", "H", "H", "H", "H", "H", "H", "H", "H", "H", "H", "H", "H", "H", "H", "H", "H", "H", "H", "H", "H", "H", "H", "H", "H", "H", "H", "H", "H", "H", "H", "H", "H", "H", "H", "H", "H", "H", "H", "H", "H", "H", "S", "C", "C", "C", "C", "C", "C", "S", "H", "H", "H", "H", "C", "C", "C", "C", "N", "C", "N", "N", "N", "H", "H", "H", "H", "H", "H", "H", "H", "H", "H", "Br", "C", "C", "C", "C", "C", "C", "C", "O", "O", "H", "H", "H", "H"],
  "positions_angstrom": [[-0.0052, -0.1520, 1.1423], [-3.7099, -3.4582, 0.8763], [-3.0351, -2.9466, -0.3059], [-3.4101, -3.6864, -1.4918], [-3.3200, -1.5206, -0.4632], [-2.3272, -0.8161, -1.3872], [-1.6055, 0.3345, -0.7919], [-0.7905, 0.9670, -1.8769], [0.0431, 0.0541, -2.7080], [-0.0115, 0.1360, -4.0866], [0.8017, -0.6517, -4.8910], [1.6209, -1.5632, -4.2368], [1.6856, -1.7143, -2.8468], [0.9051, -0.8365, -2.0567], [0.9200, -0.8272, -0.7255], [2.4710, -2.8992, -2.2658], [1.4324, -3.9039, -1.7546], [3.4135, -2.4929, -1.1352], [3.3288, -3.6115, -3.3150], [0.7500, -0.5117, -6.4128], [-0.6742, -0.7905, -6.9100], [1.6993, -1.4824, -7.1131], [1.1413, 0.9175, -6.8092], [-2.5729, 1.3821, -0.3771], [-1.9605, 2.7390, -0.1398], [-2.6482, 3.8563, -0.6117], [-2.1973, 5.1414, -0.3770], [-1.0373, 5.2752, 0.3884], [-0.3074, 4.2015, 0.8810], [-0.7554, 2.9088, 0.5410], [-0.0008, 1.8368, 0.8567], [0.8961, 4.4144, 1.8051], [2.1797, 3.8733, 1.1647], [1.1295, 5.8962, 2.1053], [0.6218, 3.7177, 3.1466], [-2.9070, 6.3940, -0.8883], [-1.9335, 7.2331, -1.7268], [-3.3930, 7.2288, 0.3047], [-4.1142, 6.0506, -1.7581], [-4.8060, -3.3523, 0.8140], [-3.3599, -2.9282, 1.7647], [-3.4973, -4.5250, 0.9953], [-4.4961, -3.6345, -1.6871], [-3.1335, -4.7381, -1.3895], [-2.8912, -3.2913, -2.3671], [-3.3012, -1.0788, 0.5310], [-4.3451, -1.3831, -0.8482], [-2.8245, -0.4510, -2.2975], [-1.5706, -1.5361, -1.7026], [-0.1525, 1.7099, -1.4044], [-1.4875, 1.5068, -2.5312], [-0.7019, 0.8481, -4.5295], [2.2373, -2.2127, -4.8364], [0.7344, -3.4148, -1.0806], [1.9199, -4.7364, -1.2354], [0.8550, -4.3090, -2.5903], [2.9116, -1.9206, -0.3645], [4.2373, -1.8915, -1.5263], [3.8500, -3.3861, -0.6773], [2.7356, -4.0655, -4.1115], [3.8815, -4.4137, -2.8196], [4.0578, -2.9367, -3.7692], [-0.9970, -1.7919, -6.6176], [-0.7191, -0.7179, -8.0003], [-1.3885, -0.0767, -6.4965], [1.4485, -2.5230, -6.8959], [2.7379, -1.3176, -6.8195], [1.6313, -1.3419, -8.1946], [0.4735, 1.6512, -6.3553], [1.0934, 1.0424, -7.8947], [2.1573, 1.1460, -6.4808], [-3.0643, 1.0408, 0.5321], [-3.3388, 1.4766, -1.1597], [-3.5663, 3.6852, -1.1625], [-0.6963, 6.2723, 0.6275], [2.3898, 4.3917, 0.2245], [2.1106, 2.8103, 0.9582], [3.0249, 4.0330, 1.8401], [1.4061, 6.4655, 1.2134], [1.9528, 5.9769, 2.8179], [0.2538, 6.3681, 2.5568], [0.4767, 2.6474, 3.0465], [-0.2763, 4.1364, 3.6086], [1.4629, 3.8753, 3.8262], [-1.0793, 7.5669, -1.1371], [-2.4377, 8.1200, -2.1206], [-1.5495, 6.6521, -2.5679], [-2.5624, 7.5300, 0.9447], [-4.0924, 6.6566, 0.9174], [-3.8988, 8.1351, -0.0407], [-3.8357, 5.4231, -2.6076], [-4.5540, 6.9710, -2.1493], [-4.8880, 5.5278, -1.1918], [-2.1353, -0.0480, 2.4925], [-2.1133, -0.2106, 4.2727], [-2.9745, 0.6871, 4.9096], [-3.1527, 0.6779, 6.2815], [-2.4405, -0.2532, 7.0324], [-1.5871, -1.1386, 6.4046], [-1.3848, -1.1685, 5.0092], [-0.2734, -2.3154, 4.3020], [-3.5071, 1.4092, 4.3024], [-3.8220, 1.3871, 6.7522], [-2.5457, -0.2838, 8.1111], [-1.0263, -1.8542, 6.9937], [1.9613, -5.3045, 4.4657], [1.1233, -6.0919, 3.4635], [-0.3603, -6.0567, 3.8187], [1.3687, -5.6431, 2.0318], [0.9300, -4.2724, 1.7350], [-0.2458, -3.8183, 1.2970], [-0.1235, -2.5340, 1.1035], [1.1174, -2.2154, 1.4837], [1.7724, -3.2389, 1.8632], [1.8524, -5.7369, 5.4618], [1.6337, -4.2655, 4.5377], [3.0219, -5.3212, 4.2022], [1.4603, -7.1356, 3.4663], [-0.7121, -5.0275, 3.9447], [-0.5334, -6.5692, 4.7664], [-0.9716, -6.5581, 3.0599], [0.8377, -6.2853, 1.3272], [2.4281, -5.6640, 1.7795], [-1.1109, -4.4174, 1.0852], [7.2312, -0.3403, -0.1869], [5.6889, -0.0673, 0.8867], [5.7789, -0.2103, 2.2639], [4.6495, 0.0001, 3.0379], [3.4284, 0.3041, 2.4440], [3.3678, 0.4134, 1.0674], [4.4947, 0.2582, 0.2745], [2.2429, 0.5977, 3.3264], [2.4226, 1.0443, 4.4338], [1.0663, 0.3877, 2.7877], [6.7242, -0.4683, 2.7214], [4.6935, -0.0646, 4.1170], [2.4393, 0.6542, 0.5594], [4.4333, 0.3726, -0.7974]],
  "atomic_forces_ev_per_a": [[-0.142, 0.369, 0.012], [-0.027, -0.069, 0.002], [0.055, 0.108, 0.069], [0.001, -0.038, -0.053], [-0.062, -0.005, 0.044], [0.125, -0.001, -0.040], [0.093, 0.005, -0.056], [-0.110, 0.071, 0.042], [-0.030, -0.010, -0.100], [-0.001, 0.022, -0.004], [0.008, -0.009, 0.011], [-0.010, -0.012, 0.098], [-0.010, -0.010, -0.219], [0.119, -0.082, 0.245], [-0.095, 0.321, 0.482], [-0.072, 0.119, -0.072], [-0.058, -0.065, 0.015], [0.110, 0.040, 0.045], [0.050, -0.081, -0.006], [0.006, 0.001, 0.083], [-0.051, -0.033, -0.006], [0.035, -0.031, -0.059], [0.033, 0.045, -0.007], [-0.013, -0.183, 0.055], [-0.101, 0.138, -0.067], [-0.106, -0.083, 0.085], [0.103, 0.064, 0.028], [0.020, -0.039, 0.113], [-0.070, 0.212, -0.089], [0.375, -0.430, 0.273], [-0.312, 0.090, -0.215], [-0.115, -0.079, -0.093], [0.073, -0.001, -0.001], [0.041, 0.083, 0.013], [-0.004, 0.053, 0.052], [0.002, -0.062, 0.050], [0.012, 0.003, -0.039], [-0.019, 0.039, 0.018], [-0.079, 0.008, -0.052], [-0.016, 0.019, -0.012], [0.026, 0.009, -0.030], [0.017, 0.018, -0.013], [-0.013, -0.002, -0.006], [-0.004, 0.011, 0.032], [0.006, 0.013, 0.014], [0.085, 0.022, 0.013], [-0.041, -0.008, 0.015], [-0.042, -0.043, -0.004], [-0.026, -0.004, 0.032], [0.009, -0.022, -0.048], [0.027, -0.014, -0.047], [0.004, -0.007, 0.006], [0.000, 0.006, -0.028], [-0.029, 0.017, 0.089], [-0.013, 0.010, 0.003], [0.011, -0.004, 0.007], [-0.055, -0.004, 0.011], [-0.005, 0.003, -0.013], [-0.003, 0.015, 0.003], [-0.018, -0.002, 0.025], [0.005, 0.001, -0.019], [-0.001, 0.004, 0.020], [0.017, 0.000, -0.007], [-0.004, 0.008, 0.004], [0.013, -0.007, 0.003], [-0.025, 0.010, 0.004], [-0.009, 0.026, 0.008], [0.003, -0.001, 0.008], [0.001, -0.008, -0.004], [-0.001, -0.007, 0.002], [-0.005, -0.015, 0.000], [-0.085, 0.062, -0.013], [0.035, 0.029, -0.060], [0.031, 0.003, -0.011], [-0.006, 0.024, -0.025], [-0.003, 0.012, 0.016], [-0.043, 0.014, 0.019], [-0.001, -0.004, -0.011], [-0.010, -0.027, -0.013], [0.001, 0.015, -0.014], [0.007, -0.034, 0.027], [-0.024, -0.024, -0.045], [0.021, 0.016, 0.007], [-0.006, -0.009, 0.005], [-0.002, -0.010, 0.011], [0.001, -0.001, 0.006], [-0.018, 0.000, -0.002], [0.004, -0.005, -0.014], [0.005, -0.010, -0.017], [0.002, -0.007, -0.009], [0.025, 0.034, -0.002], [-0.013, -0.009, 0.002], [0.029, 0.000, 0.019], [-0.112, -0.320, -0.121], [0.049, 0.140, -0.069], [0.041, 0.000, 0.049], [0.078, -0.086, 0.007], [-0.037, 0.045, -0.061], [0.125, -0.153, -0.014], [0.010, 0.122, -0.152], [-0.252, 0.046, 0.097], [0.012, -0.010, -0.018], [-0.002, 0.003, 0.003], [0.004, -0.007, 0.004], [-0.008, -0.003, -0.003], [0.028, 0.025, 0.056], [-0.031, -0.019, 0.106], [-0.088, -0.007, 0.028], [-0.072, 0.289, -0.310], [0.150, -0.060, 0.283], [0.007, 0.075, -0.196], [-0.222, 0.053, 0.050], [0.187, -0.629, 0.094], [0.025, 0.002, -0.053], [-0.003, -0.015, -0.011], [-0.027, 0.005, -0.047], [-0.020, -0.008, -0.012], [0.009, -0.015, 0.020], [0.034, 0.010, -0.033], [0.023, 0.015, 0.005], [0.037, 0.002, 0.004], [-0.007, -0.012, 0.015], [0.015, -0.015, 0.038], [-0.063, 0.016, 0.042], [0.043, -0.003, -0.011], [-0.062, 0.004, 0.041], [0.020, 0.007, 0.023], [0.005, -0.012, -0.001], [0.178, -0.022, 0.027], [-0.140, 0.105, -0.246], [0.089, -0.033, 0.112], [-0.363, -0.015, -0.131], [-0.008, -0.048, 0.177], [0.580, -0.118, -0.411], [-0.001, -0.001, 0.004], [0.012, -0.003, -0.004], [0.124, 0.068, 0.045], [-0.007, 0.006, -0.026]],
  "relative_energy_kcal_mol": 39.7,
  "homo_energy_ev": -3.52,
  "energy_ha": -6072.87153,
  "charge": -1,
  "homo_lumo_gap_ha": 0.205
}